[1]
A molecular structure, C3H3O4Pb. Source: OMol25; level of theory: ωB97M-V/def2-TZVPD.

Summary:
- Energy relative to the best compared isomer or geometry (same formula, charge and spin): 21.8 kcal per mole
- Spin multiplicity: 2
- Net charge: 0
- Gap between HOMO and LUMO (alpha / beta): 6.39 / 8.41 eV
- Max |F|: 2.74 eV Å⁻¹

XYZ file:
```
11
Properties=species:S:1:pos:R:3:forces:R:3
Pb 1.257 -2.170 1.105 -0.1009 -0.1498 0.0613
O -0.038 -1.062 -0.471 -0.1515 0.1629 -0.0871
O 0.550 0.783 0.306 0.5025 -0.3089 0.0578
O -2.183 -2.094 -1.256 1.9551 0.1283 0.0809
O -0.718 -3.194 0.095 0.8408 0.4767 -0.6009
C 0.633 2.207 0.343 -0.2001 0.3231 -0.0051
C -1.180 -2.346 -0.671 -2.6199 -0.3683 0.7131
C -0.303 0.219 -0.537 -0.1929 -0.0920 -0.1663
H 1.655 2.492 0.070 -0.2791 -0.0387 0.0234
H 0.422 2.529 1.369 0.0386 -0.0479 -0.2524
H -0.095 2.635 -0.355 0.2074 -0.0855 0.1754
```
Positions in Å, forces in eV/Å.

[2]
A molecular structure, C53H49Cl2MoN3O9. Source: OMol25; level of theory: ωB97M-V/def2-TZVPD.

Summary:
- Net charge: +2
- Gap between HOMO and LUMO: 5.56 eV
- Max |F|: 0.49 eV Å⁻¹

XYZ file:
```
117
Properties=species:S:1:pos:R:3:forces:R:3
Mo 0.625 -0.302 -0.974 0.2018 -0.0344 -0.0610
Cl 2.480 2.281 0.020 0.0936 0.0781 0.1396
Cl 4.835 -1.792 -2.580 0.0010 -0.0068 -0.0101
O -0.623 0.907 -0.838 -0.1812 -0.2879 -0.1597
O -2.514 1.875 2.133 0.0196 0.0665 -0.0442
O 0.307 -0.557 -2.799 -0.1621 -0.0525 -0.4571
O -0.646 1.681 3.377 0.0884 -0.0510 -0.0230
O 0.956 -0.247 0.777 0.1417 -0.0214 0.1374
O -0.824 -5.860 -0.045 0.0027 0.0240 -0.0311
O 0.904 -2.522 -3.673 -0.0075 -0.0927 -0.0732
O -2.515 -1.712 -1.629 0.0308 -0.0145 -0.0295
O 1.722 -2.172 -0.879 -0.0526 -0.0447 0.0018
N 0.516 -4.157 -0.705 -0.0455 0.0149 0.0396
N -0.435 -2.033 -0.771 -0.1010 0.1251 0.1324
N 2.644 0.136 -2.057 -0.1274 0.2261 0.2194
C -0.251 1.305 2.080 -0.0387 -0.0644 0.1365
C -5.190 0.169 -0.784 -0.0040 -0.0066 0.0034
C -1.374 -2.389 4.342 -0.0063 0.0150 -0.0066
C -3.156 -4.077 0.006 -0.0035 -0.0083 -0.0115
C 4.888 -0.572 -1.353 0.0159 -0.0213 -0.0214
C 3.793 0.268 -1.181 0.0420 0.0275 0.0864
C 2.625 1.130 -3.183 0.0048 -0.0527 -0.1314
C 2.121 1.069 4.007 0.0557 -0.0003 -0.0753
C 4.311 -0.396 3.145 0.0016 -0.0215 0.0176
C -3.110 1.340 -2.191 -0.0231 0.0300 0.0025
C 0.288 -3.616 3.130 -0.0249 -0.0136 0.0162
C -1.349 -4.921 -3.347 0.0217 0.0189 -0.0205
C -0.727 -3.583 4.079 0.0021 -0.0273 -0.0129
C -2.437 -4.621 -2.328 -0.0499 0.0008 0.0451
C -2.948 -3.331 1.310 0.0016 0.0287 0.0400
C -4.045 0.572 -0.108 0.0082 -0.0464 -0.0183
C 3.117 -0.453 2.443 -0.0030 -0.0438 0.0131
C 2.006 0.271 2.871 -0.0666 0.0873 0.0729
C 2.001 1.835 -5.388 0.0106 0.0237 -0.0064
C -1.553 3.895 3.144 -0.0460 0.0232 -0.0414
C 3.294 2.340 -3.027 -0.0302 -0.0180 0.0497
C 6.070 0.583 0.377 0.0094 0.0247 0.0028
C 0.867 -1.337 -3.785 -0.0633 0.2065 0.3626
C -1.858 2.420 3.297 0.0218 -0.0507 -0.0984
C -1.508 3.109 -0.408 0.0314 -0.0019 -0.0113
C -0.996 -1.219 3.690 -0.0126 -0.0368 0.0206
C 6.024 -0.422 -0.575 0.0126 0.0003 0.0054
C 4.984 1.422 0.579 0.0337 -0.0011 -0.0285
C -2.519 3.999 -0.052 -0.0045 0.0112 0.0219
C -0.776 -4.759 -0.497 0.0003 -0.0307 0.0037
C -4.242 0.918 -2.861 -0.0168 0.0016 -0.0041
C 4.423 0.402 4.273 0.0020 0.0000 0.0033
C -5.287 0.330 -2.156 0.0059 0.0062 -0.0028
C 0.042 -1.237 2.767 -0.0504 -0.0149 -0.0213
C 2.616 3.060 -5.207 -0.0074 -0.0046 0.0012
C 0.667 -2.454 2.482 0.0006 -0.0139 0.0029
C -1.981 -3.969 -0.990 0.0871 0.0069 -0.0073
C 0.639 -2.844 -0.790 -0.0888 0.0759 -0.0134
C 3.327 1.140 4.692 -0.0047 0.0119 0.0053
C -1.611 1.140 1.345 0.0547 0.0794 -0.0200
C -2.390 5.348 -0.334 -0.0214 0.0125 0.0535
C 0.652 0.041 2.191 0.1303 0.0253 -0.2662
C 1.434 -0.485 -4.864 0.0429 -0.0531 0.0174
C 3.855 1.246 -0.194 -0.1257 -0.0202 -0.0851
C -0.274 4.939 -1.382 -0.0167 0.0206 0.0052
C 3.289 3.300 -4.024 0.0060 0.0104 -0.0033
C -0.401 3.584 -1.103 0.0508 0.0105 0.0838
C -2.698 2.121 4.514 -0.0373 0.0102 0.0479
C -1.263 5.826 -0.989 0.0165 -0.0031 -0.0187
C -1.740 1.635 -0.132 0.1891 0.0203 0.0860
C -3.001 1.155 -0.814 -0.0701 -0.0138 0.0724
C -1.715 -2.481 -1.193 0.0536 -0.0375 -0.0764
C 2.005 0.843 -4.411 0.0217 -0.0302 0.0013
H 1.275 1.623 4.377 -0.0586 0.0258 0.0062
H -3.052 1.092 4.492 0.0161 0.0021 0.0160
H -4.036 -3.703 -0.518 0.0008 0.0021 0.0004
H 2.762 -0.791 -2.475 0.0334 -0.0527 -0.0233
H 0.364 2.914 -1.469 -0.0073 -0.0069 0.0059
H -1.170 6.880 -1.212 0.0008 -0.0074 0.0020
H 0.797 -4.547 2.911 -0.0045 0.0102 0.0047
H 5.003 2.194 1.336 -0.0047 -0.0068 -0.0047
H -3.828 -3.424 1.946 0.0078 -0.0197 -0.0008
H 1.499 -2.488 1.789 -0.0167 -0.0041 0.0000
H 3.398 1.764 5.573 -0.0019 -0.0081 -0.0071
H -0.666 -5.697 -2.994 0.0007 0.0107 0.0051
H -0.857 4.076 2.327 0.0086 0.0077 -0.0570
H -2.308 1.824 -2.739 0.0120 -0.0036 0.0115
H -0.764 -4.040 -3.604 -0.0329 -0.0111 0.0035
H 2.592 3.802 -5.994 0.0043 -0.0073 0.0073
H 3.063 -1.081 1.562 0.0134 0.0124 -0.0001
H -3.562 2.784 4.542 -0.0020 -0.0203 -0.0170
H -3.309 -5.140 0.192 -0.0146 0.0033 0.0152
H 1.516 1.620 -6.333 0.0048 0.0041 0.0101
H -3.415 3.631 0.429 -0.0106 -0.0156 0.0303
H -3.998 0.453 0.966 -0.0089 0.0068 -0.0068
H -2.169 -2.352 5.075 0.0126 -0.0003 -0.0086
H 0.351 2.088 1.605 0.0044 0.0427 0.0179
H 0.615 -0.286 -5.560 -0.0036 -0.0350 -0.0228
H -3.189 -3.949 -2.746 0.0048 0.0013 -0.0008
H -1.111 4.262 4.070 -0.0027 -0.0136 -0.0217
H 0.593 5.293 -1.925 -0.0043 -0.0040 0.0040
H -1.805 -5.294 -4.263 0.0020 -0.0113 0.0076
H 5.352 0.441 4.826 -0.0098 -0.0011 -0.0042
H -1.897 0.080 1.336 -0.0121 -0.0150 0.0146
H -4.321 1.059 -3.931 0.0015 -0.0024 0.0084
H -1.012 -4.486 4.604 0.0048 0.0078 -0.0078
H -6.011 -0.269 -0.230 0.0112 0.0081 -0.0046
H -2.468 4.453 2.952 -0.0166 0.0036 -0.0208
H 2.171 -1.079 -5.407 0.0252 0.0205 -0.0065
H 3.861 2.550 -2.138 -0.0014 0.0102 0.0246
H 3.824 4.226 -3.869 -0.0066 -0.0068 0.0025
H 5.156 -0.982 2.808 -0.0150 0.0043 0.0048
H 6.867 -1.080 -0.732 -0.0050 0.0035 -0.0002
H -1.482 -0.294 3.950 0.0127 -0.0068 -0.0152
H -6.180 0.012 -2.677 0.0095 0.0035 0.0029
H -2.778 -2.261 1.152 -0.0158 -0.0054 -0.0112
H -2.948 -5.543 -2.047 -0.0010 -0.0094 -0.0208
H -3.182 6.029 -0.052 0.0080 -0.0088 -0.0050
H -2.109 2.286 5.415 -0.0075 0.0118 -0.0087
H 6.962 0.711 0.976 -0.0095 -0.0015 -0.0022
H 1.337 -4.747 -0.634 0.0206 -0.0176 -0.0020
H -2.100 -3.732 1.863 0.0328 0.0186 0.0153
```
Positions in Å, forces in eV/Å.

[3]
A single C20H22N4O2 molecule. Source: OMol25; level of theory: ωB97M-V/def2-TZVPD.

Summary:
- Energy relative to the best compared isomer or geometry (same formula, charge and spin): 16.2 kcal per mole
- Net charge: 0
- Gap between HOMO and LUMO: 8.10 eV
- Max |F|: 0.68 eV Å⁻¹

XYZ file:
```
48
Properties=species:S:1:pos:R:3:forces:R:3
O 4.695 -1.121 -0.843 0.1442 -0.0463 -0.0459
O -4.537 -2.740 -0.144 0.2556 -0.5223 0.0620
N -0.946 1.236 1.025 0.1441 0.0929 0.2496
N 0.854 -0.124 0.637 -0.4362 0.2291 0.0720
N -3.270 0.152 -0.231 -0.0071 0.0566 -0.1061
N 2.859 0.619 -0.345 0.2385 -0.5372 0.0255
C -2.564 1.277 -0.808 0.0401 0.2062 0.1522
C -4.087 -0.550 -1.201 -0.2252 -0.1252 0.3131
C 2.449 1.900 -0.226 -0.5500 0.3578 0.1834
C 2.092 -0.328 0.164 0.1446 0.5362 -0.2374
C 3.318 2.932 -0.628 -0.0645 0.1714 0.0214
C 3.858 -2.032 -0.331 -0.1470 -0.0590 0.0698
C -5.085 -1.505 -0.534 -0.1443 0.3757 -0.4394
C 3.461 -4.348 0.217 0.0638 0.1221 -0.0499
C 2.976 4.239 -0.407 0.1450 -0.1560 -0.0819
C 1.770 -2.721 0.675 0.1050 -0.0802 -0.0328
C 1.781 4.559 0.248 -0.2942 0.0537 0.1342
C 4.279 -3.363 -0.293 0.0842 0.0425 -0.0452
C -2.326 -0.719 0.450 0.0514 0.0499 0.3908
C -1.862 2.084 0.293 -0.2373 0.2098 -0.5151
C 2.581 -1.704 0.165 0.1963 -0.2288 -0.0270
C 2.199 -4.029 0.704 -0.1768 -0.0790 0.0942
C -1.632 0.072 1.555 -0.0401 -0.4473 0.0487
C 0.903 3.572 0.618 0.0328 0.1842 0.0209
C 1.189 2.227 0.339 0.5118 -0.2023 -0.3198
C 0.354 1.096 0.646 0.3124 -0.2684 0.1126
H -0.905 -0.553 2.069 -0.1476 0.0555 0.0263
H -2.868 -1.558 0.885 0.1192 0.0181 -0.0310
H 5.261 -3.593 -0.676 0.1047 -0.0157 -0.0421
H -4.164 -3.177 -0.918 -0.0613 0.0282 0.0653
H -1.805 0.950 -1.546 -0.0498 0.0347 0.0094
H -5.463 -1.046 0.381 -0.0287 0.0526 -0.1079
H -3.282 1.924 -1.318 0.0460 -0.0072 -0.0217
H -5.927 -1.669 -1.221 0.0394 0.0693 0.0956
H -3.471 -1.114 -1.928 -0.0557 0.0438 -0.0257
H 1.559 -4.802 1.102 -0.0581 -0.0508 0.0346
H -4.658 0.200 -1.755 0.0288 -0.0427 -0.0469
H 4.259 2.660 -1.080 0.0841 -0.0305 -0.0522
H 0.010 3.825 1.169 -0.0878 0.0296 -0.0148
H -1.334 2.915 -0.171 -0.0681 -0.0363 0.0933
H -1.561 -1.109 -0.245 -0.0637 -0.0350 0.0167
H 3.805 -5.371 0.236 0.0426 -0.0784 -0.0053
H -2.612 2.467 0.992 0.0335 0.0611 -0.0736
H 0.794 -2.449 1.047 -0.0584 -0.0078 0.0207
H 3.645 5.032 -0.708 0.0698 0.0422 -0.0200
H -2.382 0.434 2.264 0.0171 -0.0514 -0.0167
H 1.556 5.591 0.471 -0.0306 0.0617 0.0366
H 4.236 -0.241 -0.793 -0.0228 -0.0774 0.0097
```
Positions in Å, forces in eV/Å.